Entry 1:
ORCA calculation (the ωB97M-V functional and the def2-TZVPD basis) on an isolated molecule of C4H5N3O.

```
13
Properties=species:S:1:pos:R:3:forces:R:3:lowdin_charge:R:1
H -2.59180 -1.01741 -1.23874 -1.787 -0.942 0.493 -0.0389
N -1.69601 -0.62726 -1.31439 4.707 0.634 6.123 0.0963
C -1.07280 -0.59487 0.06396 -4.696 1.145 -8.275 -0.3225
N -1.75304 -0.76875 1.19898 -0.355 -1.516 1.866 0.1133
C 0.15024 0.11887 -0.02169 3.014 2.285 1.769 -0.3099
N 0.91068 0.68111 0.94022 -2.543 -2.362 0.187 0.1193
C 2.06040 1.10418 0.37923 0.138 -1.110 -0.894 -0.1159
C 1.90670 0.82531 -0.95494 2.456 1.559 -1.870 -0.1260
O 0.73267 0.33051 -1.22888 -1.556 -1.608 0.779 0.0696
H -1.24265 -1.23861 1.98758 -0.913 0.958 -0.997 0.1364
H -2.76111 -1.00031 1.08554 1.459 0.019 0.235 0.1258
H 2.93002 1.23011 1.02523 -0.288 0.710 -0.642 0.1128
H 2.42671 0.95712 -1.92209 0.365 0.229 1.227 0.1398
```
Positions in Å, forces in eV/Å.

The SMILES is [H]/N=C(\N)c1ncco1. The value obtained for the frontier orbital gap (alpha / beta) is 8.44 / 8.43 eV. For the total energy, the calculation gives -394.84131 Eh. The value obtained for the molar mass is 111.1 Da.

---

Entry 2:
ORCA calculation (the ωB97M-V functional and the def2-TZVPD basis) on an isolated molecule of C4H5N3O2.

```
14
Properties=species:S:1:pos:R:3:forces:R:3:lowdin_charge:R:1
C -1.13555 0.96724 0.33800 -2.958 -1.599 -1.544 -0.0071
C -0.01826 0.13454 -0.14968 0.375 0.253 0.017 -0.4694
N -0.07710 0.04162 -1.69629 -0.438 -0.812 2.384 -0.3267
O -1.21102 -0.10231 -2.09203 0.270 0.102 -1.416 0.0771
O 0.97054 -0.07741 -2.25200 0.183 0.184 -1.116 0.1311
C -0.04207 -1.23914 0.43442 -1.154 -0.979 -0.233 -0.0634
N 1.01448 -1.43704 1.09577 -0.194 -1.652 0.500 0.1220
C 1.74984 -0.26896 0.94007 1.775 0.192 1.651 -0.1976
N 1.24247 0.68392 0.31000 -0.539 0.616 -1.511 0.1582
H -2.08022 0.62621 -0.27354 1.654 0.797 1.538 0.1343
H -0.85803 1.91325 0.01209 -0.043 2.176 -0.082 0.0696
H -1.31999 0.89011 1.39609 0.129 0.062 0.314 0.0985
H -0.91090 -1.93875 0.43614 0.850 0.602 -0.248 0.1521
H 2.67581 -0.19328 1.50096 0.089 0.057 -0.255 0.1213
```
Positions in Å, forces in eV/Å.

The SMILES is C[C@]1([N+](=O)[O-])C=NC=N1. The value obtained for the frontier orbital gap is 10.53 eV. For the total energy, the calculation gives -470.02882 Eh. The value obtained for the molar mass is 127.1 Da.

---

Entry 3:
ORCA calculation (the ωB97M-V functional and the def2-TZVPD basis) on an isolated molecule of C4H5N3O2.

```
14
Properties=species:S:1:pos:R:3:forces:R:3:lowdin_charge:R:1
C -0.10189 -1.06873 -0.36555 2.425 1.325 0.130 0.1610
C -0.22726 1.21474 -0.03829 0.132 0.184 1.152 -0.1594
C 1.76732 0.18619 -0.31483 -6.841 -2.245 -1.728 -0.0614
C -2.29028 0.01991 0.14258 -0.703 -3.606 2.332 -0.0424
N 1.07463 1.19998 -0.05382 -0.686 1.592 0.339 0.1057
N -0.86510 -0.04131 -0.11553 1.141 -0.591 -0.958 -0.2211
N 2.98180 -0.25181 -0.03064 0.799 -3.622 2.589 -0.4588
O 3.23995 -1.39316 0.37475 -0.875 0.021 -0.858 0.0470
O 3.77398 0.61221 -0.05123 3.494 3.432 -0.599 0.1122
H -0.39449 -2.08425 -0.69490 -0.349 0.893 0.478 0.0825
H -0.92859 1.97390 0.34042 1.128 0.095 -0.492 0.1267
H -2.88879 0.64801 -0.46796 -0.046 1.077 -0.198 0.0848
H -2.67302 -1.00021 0.00009 0.070 0.126 -0.681 0.0893
H -2.46825 -0.01548 1.27492 0.312 1.319 -1.505 0.1338
```
Positions in Å, forces in eV/Å.

The value obtained for the frontier orbital gap is 7.72 eV. For the total energy, the calculation gives -469.86606 Eh. The value obtained for the molar mass is 127.1 Da.